{
  "formula": "C7H10OSi",
  "method": "ωB97M-V/def2-TZVPD",
  "spin_multiplicity": 3,
  "orbital_gap_ha": [0.2029, 0.2576],
  "s_squared": 2.05,
  "lumo_ev": [0.63, -2.23],
  "species": ["C", "C", "C", "C", "C", "C", "C", "O", "Si", "H", "H", "H", "H", "H", "H", "H", "H", "H", "H"],
  "xyz": [[2.8825, -0.7884, -0.4280], [2.1161, -1.3979, 0.5408], [2.3290, 0.3512, -1.1902], [0.8469, -0.9155, 0.8638], [1.1144, 0.8634, -0.7769], [0.4092, 0.2797, 0.2336], [-0.8126, 0.8878, 0.8765], [-2.8493, -0.9236, -1.0748], [-2.4489, 0.4975, -0.2888], [3.7876, -1.3003, -0.8218], [2.5662, -2.1278, 1.1440], [2.9457, 0.8765, -1.9414], [0.2433, -1.5403, 1.5625], [0.7607, 1.7057, -1.3074], [-1.0464, 0.4401, 1.8867], [-2.5019, -1.8625, -0.9254], [-3.5789, 0.7731, 0.5656], [-2.0994, 1.2567, -1.4885], [-0.6898, 1.9201, 1.1066]],
  "forces_ev_per_angstrom": [[0.7963, -1.4597, -0.3833], [-0.0018, 1.4419, -0.0390], [0.2539, 0.9782, -0.7219], [1.4428, -3.6961, 1.3341], [0.7868, -0.4929, -0.7049], [-2.7223, 2.4395, 0.4834], [-0.9631, -2.2688, -0.1613], [1.2867, -2.1698, 0.9161], [1.7740, -0.2196, -0.0701], [-0.6085, 0.5567, 0.5989], [0.3292, -1.3725, 0.4584], [-0.5013, -0.4558, 0.5283], [0.2642, 0.9530, -0.6833], [-0.5820, 0.9754, -0.1534], [0.4528, 0.0624, -1.0032], [-0.7475, 2.3745, -0.1283], [-0.5660, 0.4800, 0.2009], [-0.3773, 0.6965, -0.0093], [-0.3169, 1.1771, -0.4622]],
  "nbo_charge": [-0.151, -0.250, -0.227, -0.217, -0.263, 0.002, -0.821, -1.110, 1.433, 0.201, 0.210, 0.204, 0.205, 0.215, 0.229, 0.522, -0.216, -0.212, 0.247]
}

{
  "formula": "C3H9NO",
  "method": "ωB97M-V/def2-TZVPD",
  "spin_multiplicity": 1,
  "orbital_gap_ha": 0.3968,
  "smiles": "NC=O.CC",
  "de_lowest_kcal_mol": 16.4,
  "lumo_ev": 0.84,
  "species": ["C", "C", "H", "H", "H", "H", "H", "H", "C", "N", "O", "H", "H", "H"],
  "xyz": [[-0.1513, 1.1059, 3.2826], [1.1628, 1.7454, 2.7843], [-0.9298, 0.9942, 2.5214], [-0.6848, 1.6938, 4.0384], [0.0430, 0.1980, 3.8497], [1.1073, 2.5585, 2.0558], [1.5719, 2.0830, 3.7385], [1.7502, 0.9761, 2.2793], [-0.1977, -1.3946, -2.2053], [-0.0306, -0.4747, -3.1493], [-1.0239, -1.4273, -1.3135], [0.4747, -2.2666, -2.2885], [-0.5627, 0.3663, -3.2175], [0.7722, -0.5878, -3.7352]],
  "forces_ev_per_angstrom": [[-0.8983, 0.7272, -0.1083], [-0.7301, -0.5782, 0.5902], [0.3815, -0.5936, -0.1190], [0.3896, 0.5279, -0.0876], [0.0825, -0.3975, -0.5375], [-0.4838, 0.0976, 0.3947], [0.9605, 0.1624, -0.5499], [0.2974, 0.0508, 0.4130], [-0.7276, -1.6111, 1.5350], [0.5840, 0.2678, -0.6954], [0.0520, 0.6490, -0.4389], [0.3369, 0.2669, -0.3159], [-0.3030, 0.2643, 0.2042], [0.0584, 0.1667, -0.2847]],
  "nbo_charge": [-0.610, -0.614, 0.208, 0.196, 0.205, 0.205, 0.206, 0.204, 0.516, -0.809, -0.604, 0.100, 0.404, 0.392]
}

{
  "formula": "C5H25N2O7",
  "method": "ωB97M-V/def2-TZVPD",
  "spin_multiplicity": 2,
  "orbital_gap_ha": [0.1206, 0.3678],
  "de_lowest_kcal_mol": 22.9,
  "s_squared": 0.75,
  "lumo_ev": [0.31, 0.26],
  "species": ["N", "C", "C", "C", "C", "C", "N", "O", "H", "H", "H", "H", "H", "H", "H", "H", "H", "H", "H", "H", "H", "H", "H", "O", "H", "H", "O", "H", "H", "O", "H", "H", "O", "H", "H", "O", "H", "H", "O"],
  "xyz": [[0.0414, 1.4460, -0.3155], [0.8291, 0.7853, 0.7439], [1.5462, -0.4396, 0.3079], [2.9173, -0.0881, -0.4502], [3.8832, 0.9029, 0.2895], [-0.3459, 0.3110, 1.7926], [-0.0260, -0.3873, 2.9489], [-1.5211, 0.6770, 1.6012], [0.2864, 2.4610, -0.3629], [0.1578, 1.0419, -1.2572], [-1.1244, 1.4881, -0.2372], [1.4958, 1.7714, 1.1529], [0.9117, -0.9235, -0.5066], [1.7302, -1.1790, 1.0959], [3.2701, -1.1343, -0.5029], [2.8607, 0.1788, -1.5594], [4.5367, 1.2952, -0.3988], [4.4962, 0.3023, 0.9627], [3.1668, 1.6876, 0.9155], [-0.8039, -0.8982, 3.4670], [1.0044, -0.4925, 3.0944], [-2.0868, 2.7446, 1.3432], [-1.2408, 3.8479, 0.7607], [-1.5862, 3.0438, 0.4949], [-2.6402, 0.7310, 0.3361], [-4.0398, 0.6806, -0.2458], [-3.1573, 0.5508, -0.3770], [1.8998, -3.6850, 2.0276], [2.3316, -2.8008, 3.1505], [2.4169, -2.9686, 2.1895], [-0.5214, -2.2735, -1.7786], [0.4556, -1.6688, -2.7267], [0.0049, -1.5260, -1.9067], [-1.7663, 1.0802, -2.9857], [-0.9882, 1.5532, -4.2060], [-1.0538, 0.7382, -3.6348], [-3.0377, -3.0831, -1.6205], [-2.7380, -1.6646, -2.3399], [-2.6912, -2.6778, -2.3814]],
  "forces_ev_per_angstrom": [[-2.7027, -0.2855, -2.1277], [-2.6087, 0.6187, 3.5424], [1.0872, 0.6543, -2.7483], [-0.2332, -0.9559, -0.1553], [-3.7631, -1.1123, 2.4190], [0.6768, 0.6554, -0.6666], [0.5589, 0.0468, -0.5054], [0.3127, -0.3939, 0.5809], [0.1270, -0.2521, -0.0246], [0.5374, -0.0809, 0.3697], [3.9508, -0.2830, 0.6095], [-1.2982, -1.9027, -0.3983], [0.9522, 0.4201, 1.6391], [0.0270, 0.5522, -0.1383], [0.8538, 0.5613, -0.0374], [-0.6779, 0.0348, 1.4591], [1.2936, 1.6291, -1.4635], [-0.1366, 0.2551, 0.4579], [2.5679, -1.6579, -1.7773], [1.9649, 1.1511, -1.0093], [-1.8270, -0.3899, 0.2832], [1.1668, 0.3316, -1.8831], [1.3598, 2.9489, 0.5975], [-3.3628, -1.8779, 1.6914], [1.9138, 0.5643, 3.9454], [-3.3753, 0.7296, 0.8854], [1.0579, -1.6770, -5.2096], [-2.3886, -3.3221, -0.8054], [0.1469, -0.2039, -0.8450], [2.3123, 3.3730, 1.7714], [-1.6520, -1.9182, 0.2081], [0.3081, -0.0098, -0.8281], [0.8406, 1.7107, -0.0964], [1.5174, -1.1331, -1.2268], [0.1489, -1.3125, 0.5782], [-1.7073, 2.5225, 0.7746], [-0.8892, -0.1786, 1.6535], [-0.1013, -2.3758, 0.4566], [1.0409, 2.5635, -1.9765]],
  "nbo_charge": [-0.832, -0.231, -0.510, -0.414, -0.627, 0.621, -0.862, -0.760, 0.327, 0.433, 0.502, 0.098, 0.286, 0.247, 0.209, 0.192, 0.206, 0.202, 0.195, 0.423, 0.403, 0.476, 0.453, -1.064, 0.488, 0.470, -0.972, 0.465, 0.469, -0.925, 0.490, 0.482, -0.940, 0.477, 0.469, -0.952, 0.473, 0.503, -0.972]
}

{
  "formula": "C31H46BrCl21I2NSi",
  "method": "ωB97M-V/def2-TZVPD",
  "spin_multiplicity": 1,
  "orbital_gap_ha": 0.2284,
  "total_charge": 1,
  "lumo_ev": -4.40,
  "species": ["C", "C", "C", "C", "C", "Cl", "C", "C", "Br", "C", "C", "C", "C", "C", "C", "Si", "C", "C", "C", "N", "C", "I", "C", "C", "I", "C", "C", "H", "H", "H", "H", "H", "H", "H", "H", "H", "H", "H", "H", "H", "H", "H", "H", "H", "H", "H", "H", "H", "H", "H", "H", "H", "H", "C", "Cl", "Cl", "H", "H", "C", "Cl", "Cl", "H", "H", "C", "Cl", "Cl", "H", "H", "C", "Cl", "Cl", "H", "H", "C", "Cl", "Cl", "H", "H", "C", "Cl", "Cl", "H", "H", "C", "Cl", "Cl", "H", "H", "C", "Cl", "Cl", "H", "H", "C", "Cl", "Cl", "H", "H", "C", "Cl", "Cl", "H", "H"],
  "xyz": [[5.0872, -2.1923, -3.3220], [4.0378, -1.4099, -2.9143], [2.5851, -2.0418, -2.9378], [1.4918, -0.9154, -2.7401], [1.0375, -0.2367, -3.9427], [1.5950, -0.5968, -5.5961], [-0.0081, 0.8257, -3.7462], [-0.5505, 1.2006, -2.4253], [-1.9167, 2.5525, -2.5524], [-0.0729, 0.5495, -1.1589], [-0.5432, 0.8966, 0.2459], [-1.5330, 2.0501, 0.5120], [-0.6993, 3.4033, 0.2681], [0.6707, 3.4123, 0.5453], [0.0441, 0.0464, 1.3357], [-0.5711, 0.3528, 3.1143], [-0.1137, -0.6675, 4.5977], [-2.4959, 0.1393, 3.0011], [-0.1264, 2.1851, 3.5381], [1.0194, -0.9576, 1.0600], [1.7063, -1.7955, 2.0487], [3.8709, -1.3147, 1.8487], [1.5241, -3.3688, 1.7841], [0.0072, -3.7798, 1.5774], [2.4160, -4.3449, 3.5437], [1.4362, -1.2510, -0.2342], [0.9451, -0.5271, -1.4125], [5.0104, -3.2963, -3.1105], [6.0029, -1.8258, -3.8731], [4.2374, -0.3458, -2.6142], [2.4475, -2.4634, -3.9753], [2.4563, -2.9004, -2.2227], [-0.3565, 1.3245, -4.6933], [-1.9032, 2.2161, 1.5529], [-2.4847, 2.0124, -0.0843], [-1.2189, 4.3223, -0.1284], [1.3956, 2.7335, 0.0152], [1.0363, 4.0815, 1.3711], [0.8637, -0.4202, 5.1091], [-0.9089, -0.5655, 5.3990], [-0.0816, -1.7789, 4.3606], [-2.8241, 0.0222, 1.9216], [-2.8305, -0.7889, 3.5361], [-2.9662, 1.0854, 3.3722], [0.8488, 2.4966, 3.0696], [-0.9719, 2.8954, 3.3492], [0.0605, 2.2211, 4.6589], [1.5696, -1.6441, 3.1298], [2.1239, -3.7324, 0.9126], [-0.3082, -4.3558, 2.4992], [-0.6866, -2.9163, 1.4035], [-0.0186, -4.5265, 0.7296], [2.1718, -2.0721, -0.4453], [9.2293, -2.2857, -5.3837], [7.6860, -2.3363, -4.5164], [9.0383, -2.8211, -7.0554], [9.6028, -1.2647, -5.3805], [9.9379, -2.9397, -4.8818], [-5.2247, 3.8671, 1.3624], [-3.7963, 4.0383, 0.3307], [-4.9573, 2.6663, 2.6311], [-5.4416, 4.8277, 1.8241], [-6.0662, 3.5524, 0.7502], [-3.5952, 4.8269, -4.8316], [-2.5846, 5.9915, -5.6931], [-5.1510, 5.5338, -4.3813], [-3.7706, 3.9680, -5.4746], [-3.0775, 4.5137, -3.9285], [-3.9071, -3.4071, 1.2405], [-2.8466, -2.2906, 0.3633], [-5.4471, -2.6396, 1.6445], [-4.0971, -4.2755, 0.6176], [-3.4142, -3.7121, 2.1575], [4.0493, -4.4096, -6.1051], [5.4859, -4.2139, -7.1127], [4.3015, -5.6305, -4.8509], [3.8218, -3.4575, -5.6294], [3.2172, -4.7173, -6.7334], [-2.5979, -6.6537, 2.6613], [-3.1266, -5.5281, 3.9187], [-3.0892, -6.1073, 1.0482], [-1.5137, -6.7295, 2.6911], [-3.0415, -7.6272, 2.8523], [-3.8907, 8.1081, 0.8799], [-4.8604, 6.9055, 1.7446], [-4.0175, 9.6982, 1.6353], [-2.8502, 7.7938, 0.8912], [-4.2462, 8.1746, -0.1452], [-3.9126, -0.9082, 7.0387], [-3.9296, 0.4776, 5.9423], [-3.0448, -2.2798, 6.3311], [-3.4204, -0.6189, 7.9637], [-4.9370, -1.2078, 7.2435], [-5.2283, 3.4903, 7.6842], [-3.8068, 3.6716, 6.6490], [-4.9599, 2.2750, 8.9409], [-5.4421, 4.4445, 8.1581], [-6.0728, 3.1838, 7.0721], [8.2890, 0.2781, -8.7546], [9.5024, 0.7315, -7.5508], [7.1818, 1.6152, -9.0857], [8.7945, 0.0022, -9.6764], [7.7190, -0.5671, -8.3783]],
  "forces_ev_per_angstrom": [[-1.1506, 0.2856, 0.6147], [1.0296, -1.0319, -0.4239], [-0.0611, 0.9362, 0.5436], [-0.2869, 0.2725, -1.8243], [-1.2847, 0.7566, 3.2203], [-0.5220, 0.3698, 1.7566], [0.5524, -0.7457, 1.5664], [1.7764, -1.4938, -1.7251], [0.6481, -0.7197, -0.0986], [-0.2673, 0.3496, -0.8485], [1.9372, -3.4100, 0.1736], [0.8879, 1.0782, -1.5100], [0.9534, -0.9707, -0.1018], [-1.1140, 0.2415, -0.1008], [-0.0460, 0.8399, -2.2959], [-1.9899, 1.6818, 0.9194], [0.9071, -1.5813, 1.0495], [0.2933, -0.0641, -1.2230], [0.4517, -0.2512, 0.9200], [-0.4546, 0.3835, -3.0019], [1.5670, -1.7759, 0.1706], [-0.5561, -0.0368, 0.2360], [-0.4597, 0.7265, -0.1810], [0.6540, -0.9578, 0.6645], [-0.4021, 0.2140, -0.7245], [-1.2775, 1.3523, -1.0294], [-0.2148, -0.0120, 1.5026], [-0.1189, 0.9727, -1.1822], [-1.8802, 0.1119, 1.9709], [-0.7596, -0.8397, -1.0517], [0.0030, 0.4724, 1.2657], [0.1346, 0.8012, -0.6002], [0.1914, -0.4225, 1.3904], [0.7156, -0.6946, -0.6557], [1.3172, -0.4489, 0.4019], [0.1617, -0.7171, 1.9612], [-0.9113, -0.2841, 1.7596], [0.1830, 0.5484, -2.1026], [-0.8806, -0.1782, -0.6986], [0.7060, 0.1175, -1.1130], [-0.1423, 1.1176, 0.3771], [0.3180, 0.1566, 1.2355], [0.1893, 1.0724, -0.2651], [0.2888, -1.1024, -0.0259], [-1.1629, -0.0845, 0.3147], [0.9440, -0.4891, -0.1076], [-0.2746, -0.1083, -1.1898], [-0.6697, 0.6673, -0.8828], [-0.3291, 0.5125, 0.9167], [0.0156, 0.8418, -1.0326], [0.7979, -0.8959, 0.0845], [-0.2511, 1.0117, 0.7745], [-0.8372, 1.0871, 0.8501], [0.3189, 0.0399, -0.0259], [1.4761, -0.2780, -0.4817], [0.0815, -0.0562, 0.0086], [-0.1729, -0.0575, -0.0839], [-0.1718, -0.0484, -0.0688], [-0.4017, -0.0915, 0.0216], [-0.5561, 0.3630, 0.0306], [-0.0857, 0.0313, -0.0132], [0.1441, -0.5596, -0.1100], [0.1690, -0.0854, 0.0107], [0.0022, -0.0800, -0.0077], [0.0768, -0.0974, 0.0237], [-0.0150, -0.0968, 0.0631], [-0.0356, 0.1496, 0.0015], [-0.0884, 0.2228, -0.1310], [-0.5585, 0.4000, -0.0446], [0.0246, 0.1271, -0.3058], [0.0513, 0.0093, 0.0654], [-0.2223, 0.8746, 0.0445], [-0.0463, 0.1716, -0.0884], [-0.1182, 0.1195, -0.1339], [-0.0777, 0.0715, 0.0160], [-0.1057, 0.0138, 0.0642], [0.1620, -0.0775, 0.0231], [0.1387, -0.0832, 0.0532], [0.1171, -0.2497, 0.0819], [0.0716, -0.0693, 0.1054], [0.6583, -1.3944, 0.0699], [-0.1043, 0.1083, -0.0472], [-0.0720, 0.1587, -0.0451], [0.1725, 0.1782, -0.1873], [0.1009, 0.6759, 0.0510], [0.0546, -0.0428, -0.0778], [-0.1244, -0.0057, 0.1326], [-0.0934, -0.0120, 0.1539], [-0.1842, 0.0886, 0.1774], [-0.0959, -0.1913, 0.2194], [0.0016, -0.1185, 0.0355], [0.0494, -0.0043, -0.1616], [0.1004, -0.0043, -0.1349], [-0.1556, 0.0566, -0.0614], [-0.0139, 0.3187, -0.0341], [-0.0824, 0.0195, 0.0740], [0.1390, -0.1134, 0.0121], [0.1542, -0.0827, 0.0312], [-0.0869, -0.1789, -0.1152], [0.0533, -0.0196, 0.0250], [-0.0310, -0.0518, -0.0442], [0.0106, 0.1425, 0.1026], [0.0517, 0.1471, 0.0614]],
  "mulliken_charge": [-0.633, -0.104, -0.859, -0.136, 0.065, -0.187, -0.733, 0.119, -0.113, -0.028, -0.453, -0.445, -0.127, -1.141, 1.017, 0.551, -0.954, -0.086, -1.116, 0.621, -1.965, 0.213, -0.300, -0.039, 0.144, 0.166, 0.195, 0.404, 0.165, 0.394, 0.213, 0.613, 0.345, -0.264, 0.788, 0.291, 0.287, 0.378, 0.394, 0.199, 0.196, 0.128, 0.371, -0.468, 0.268, 0.322, 0.447, 0.951, 0.640, 0.219, -0.493, 0.339, 0.148, -0.305, -0.112, -0.142, 0.202, 0.324, -0.204, -0.019, -0.096, 0.067, 0.358, 0.418, -0.152, -0.156, 0.279, -0.449, 0.081, -0.018, -0.175, 0.371, -0.310, 0.039, -0.113, -0.163, -0.092, 0.357, -0.331, -0.101, -0.141, 0.263, 0.380, -0.212, -0.218, -0.148, 0.247, 0.279, -0.535, -0.023, -0.107, 0.327, 0.370, -0.306, -0.118, -0.148, 0.338, 0.241, -0.055, -0.154, -0.161, 0.293, 0.078]
}

Number 1: E_tot -637.3213 Eh, F_max 4.19 eV/A. Number 2: E_tot -249.6875 Eh, F_max 2.34 eV/A. Number 3: E_tot -841.4779 Eh, F_max 5.57 eV/A. Number 4: E_tot -14385.9803 Eh, F_max 3.93 eV/A.